1.
10
Properties=species:S:1:pos:R:3 method="wB97M-V/def2-TZVPD" charge=0 largest_force_ha_per_bohr=0.025 e_tot_ev=-8198.864 homo_lumo_gap_ev="8.556 / 6.984" de_lowest_ev=5.021
N -1.65467 0.08743 -0.20414
C -0.49650 -0.44532 0.36651
N -0.20872 -1.69264 0.44793
O 1.73865 -1.20886 -0.32237
C 1.66642 0.05444 -0.11137
C 0.50540 0.57631 0.34749
H -2.19457 0.76728 0.29459
H -2.07841 -0.47553 -0.91265
H 2.52240 0.72821 -0.23334
H 0.20000 1.60869 0.32734

2.
10
Properties=species:S:1:pos:R:3 method="wB97M-V/def2-TZVPD" charge=0 largest_force_ha_per_bohr=0.007 smiles=Nc1cnco1 e_tot_ev=-8203.018 homo_lumo_gap_ev=9.181 de_lowest_ev=0.867
N -0.56100 -1.71994 0.07623
C -0.10217 -0.41715 -0.02975
C 0.95184 0.17327 -0.64571
N 0.86009 1.54941 -0.46616
C -0.21229 1.71692 0.21707
O -0.86046 0.55836 0.53641
H -1.32366 -1.82619 0.73282
H 0.17132 -2.39657 0.24993
H 1.74269 -0.27583 -1.22667
H -0.66636 2.63772 0.55583

3.
10
Properties=species:S:1:pos:R:3 method="wB97M-V/def2-TZVPD" charge=0 largest_force_ha_per_bohr=0.021 smiles="[H]/N=C/OCC#N" e_tot_ev=-8202.434 homo_lumo_gap_ev=11.829 de_lowest_ev=1.451
H -0.75694 2.15168 1.64307
N -0.59187 1.25420 1.20014
C 0.33711 1.32935 0.34797
O 0.69764 0.27092 -0.39744
C -0.10637 -0.87916 -0.16622
C 0.16685 -1.82709 -1.24955
N 0.35191 -2.57041 -2.11400
H 0.94719 2.19636 0.08347
H -1.16725 -0.60909 -0.15873
H 0.12175 -1.31675 0.81129

4.
10
Properties=species:S:1:pos:R:3 method="wB97M-V/def2-TZVPD" charge=0 largest_force_ha_per_bohr=0.029 e_tot_ev=-8197.153 homo_lumo_gap_ev=8.149 de_lowest_ev=6.733
N 1.90243 0.21542 -0.42194
C 0.62596 -0.15135 -0.53245
C -0.52662 0.44113 -0.36508
C -1.68668 0.21964 0.35438
N -1.70635 -0.91328 1.17119
O -0.67536 -1.57427 1.26119
H 2.62657 -0.48838 -0.43121
H 2.08835 0.98752 0.19962
H -0.06729 0.43510 -1.59602
H -2.58100 0.82847 0.36033

5.
10
Properties=species:S:1:pos:R:3 method="wB97M-V/def2-TZVPD" charge=0 largest_force_ha_per_bohr=0.016 smiles=Oc1ccn[nH]1 e_tot_ev=-8202.448 homo_lumo_gap_ev=9.394 de_lowest_ev=1.437
O -2.00090 0.29326 0.14642
C -0.70437 -0.07391 0.14963
C 0.38549 0.62106 0.60530
C 1.45306 0.05956 -0.12468
N 1.08567 -0.99092 -0.83724
N -0.25292 -1.08069 -0.63658
H -2.03650 1.16125 0.57209
H 0.36519 1.44060 1.30945
H 2.43785 0.48656 -0.24925
H -0.73257 -1.91676 -0.93513

6.
10
Properties=species:S:1:pos:R:3 method="wB97M-V/def2-TZVPD" charge=0 largest_force_ha_per_bohr=0.008 smiles=Nc1cnoc1 e_tot_ev=-8201.764 homo_lumo_gap_ev=9.947 de_lowest_ev=2.122
N -1.53943 0.25288 -0.61892
C -0.21960 -0.01912 -0.21120
C 0.22294 -1.18567 0.48089
N 1.51412 -1.18358 0.67138
O 1.97635 -0.02881 0.09674
C 0.93958 0.66012 -0.41073
H -2.13880 0.50251 0.15939
H -1.58246 0.98899 -1.31193
H -0.37025 -2.01981 0.83441
H 1.18163 1.59834 -0.88971